Arrangement one

This record from OMol25 describes a cluster of 4 separate species, C4H15NO3 in total. The level of theory is ωB97M-V with the def2-TZVPD basis set.

The calculation puts the highest occupied orbital energy at -7.665 eV. Its LUMO energy is 0.47 eV. The calculation puts the orbital gap at 8.133 eV. Its SMILES is CC(C)=CN.O.O.O.

Positions of all 23 atoms, in Å:
C: -0.744 -0.368 -0.839
C: -0.211 -1.511 -0.040
C: 0.757 -1.374 0.897
N: 1.424 -0.138 1.039
C: -0.743 -2.856 -0.470
H: -1.653 -0.557 -1.394
H: -1.009 0.506 -0.236
H: 0.078 -0.024 -1.483
H: 1.044 -2.122 1.622
H: 1.767 0.077 1.967
H: 0.920 0.710 0.803
H: -0.197 -3.108 -1.374
H: -0.590 -3.601 0.321
H: -1.839 -2.887 -0.582
H: -0.329 2.738 -1.735
H: -1.681 2.380 -1.412
O: -0.851 2.558 -0.952
H: 2.326 0.661 -0.752
H: 2.249 2.186 -0.892
O: 2.368 1.381 -1.399
H: -1.088 2.522 2.469
H: -1.357 1.150 2.040
O: -0.641 1.677 2.403

Arrangement two

This record from OMol25 describes a cluster of 3 separate species, C4H15NO3 in total. The level of theory is ωB97M-V with the def2-TZVPD basis set.

The calculation puts the highest occupied orbital energy at -8.722 eV. Its LUMO energy is 0.43 eV. The calculation puts the orbital gap at 9.151 eV. Its SMILES is C[C@H](O)[C@@H](C)N.O.O.

Positions of all 23 atoms, in Å:
C: -0.508 -0.728 1.100
C: 0.087 0.351 0.178
C: 0.774 1.452 0.950
C: 2.142 1.054 1.495
O: -0.138 1.843 1.991
N: -0.898 0.918 -0.726
H: -0.741 -1.587 0.479
H: -1.468 -0.378 1.499
H: 0.111 -0.945 1.973
H: 0.795 -0.181 -0.446
H: 0.865 2.328 0.285
H: 2.323 -0.013 1.318
H: 2.153 1.245 2.569
H: 2.914 1.712 1.112
H: 0.303 2.410 2.629
H: -1.459 1.651 -0.300
H: -1.502 0.218 -1.136
H: -2.479 -2.651 -2.220
H: -2.642 -1.626 -3.361
O: -2.221 -1.767 -2.501
H: 1.028 -1.172 -2.369
H: -0.190 -2.056 -2.383
O: 0.750 -2.079 -2.136

Stability summary - winner: arrangement two; margin: 0.0215 hartree.